No. 1
Molecular formula: C22H44ClIO10S
Method: DFT, ωB97M-V/def2-TZVPD

The calculated total energy is -75457.0538 eV. For the orbital gap, the calculation gives 0.3309 Ha. The value obtained for the highest occupied orbital energy is -9.0813 eV. Its total charge is 0. The calculation puts the LUMO energy at -0.0028 hartree. The value obtained for the molecular weight is 663.01 g/mol.

Positions of all 79 atoms, in Å:
C (-0.24398, -0.39059, 1.47673)
C (-1.62254, -0.81320, 0.96069)
O (-1.52453, -1.73016, -0.12215)
C (-1.88124, -3.06129, 0.17780)
C (-0.86933, -3.75858, 1.08224)
C (-0.95657, -5.28454, 1.05385)
C (-0.77295, -5.98200, -0.30510)
C (0.64943, -6.38722, -0.72349)
C (1.76534, -5.39931, -0.49295)
Cl (1.35479, -3.87298, -1.36448)
O (1.98512, -5.05651, 0.85912)
C (3.22565, -4.49032, 0.92693)
O (3.61584, -3.82471, 1.81222)
O (3.96396, -4.88949, -0.14767)
C (3.19787, -5.83829, -0.89023)
S (3.59788, -7.52244, -0.30170)
I (3.67297, -5.71528, -2.95146)
H (-0.02181, -0.83118, 2.44987)
H (0.51245, -0.74769, 0.77690)
H (-0.16329, 0.69312, 1.55010)
H (-2.17617, 0.05420, 0.59362)
H (-2.21411, -1.26453, 1.76489)
H (-1.96261, -3.55676, -0.79102)
H (-2.87672, -3.09055, 0.64643)
H (0.12958, -3.40735, 0.82607)
H (-1.04417, -3.44025, 2.11523)
H (-0.23352, -5.68673, 1.76578)
H (-1.94005, -5.57316, 1.43819)
H (-1.33985, -6.91331, -0.26243)
H (-1.21591, -5.39947, -1.11417)
H (0.92005, -7.33292, -0.25297)
H (0.66467, -6.54700, -1.80566)
H (4.26420, -7.09100, 0.77626)
C (-0.22357, 6.56173, 4.53310)
O (-0.94218, 6.01471, 3.45333)
C (-0.17511, 5.11581, 2.67560)
C (-1.05919, 4.13113, 1.94563)
O (-1.60590, 3.11828, 2.77336)
C (-2.70877, 3.45799, 3.59617)
C (-4.01963, 3.58712, 2.85416)
O (-4.09268, 4.81517, 2.15689)
C (-5.04577, 4.79871, 1.12142)
H (0.61086, 7.18570, 4.19125)
H (-0.91406, 7.18091, 5.10266)
H (0.17355, 5.77586, 5.18611)
H (0.52725, 4.56381, 3.31245)
H (0.40806, 5.67526, 1.93031)
H (-0.42362, 3.59922, 1.23335)
H (-1.83723, 4.65551, 1.38613)
H (-2.51173, 4.36003, 4.17966)
H (-2.81059, 2.61615, 4.28463)
H (-4.84007, 3.52666, 3.58376)
H (-4.12192, 2.74611, 2.15594)
H (-4.83891, 3.99716, 0.40243)
H (-4.98792, 5.75759, 0.61003)
H (-6.06301, 4.66495, 1.50891)
C (-0.40165, 3.64625, -3.37026)
O (0.21290, 2.40691, -3.11400)
C (-0.18205, 1.39360, -4.01981)
C (0.86452, 0.30743, -4.11240)
O (2.02062, 0.67718, -4.84659)
C (3.00045, 1.45006, -4.17183)
C (3.86388, 0.65090, -3.22198)
O (3.15241, 0.36750, -2.03471)
C (3.65372, -0.74371, -1.33077)
H (-1.48770, 3.59928, -3.22386)
H (0.01573, 4.36740, -2.66968)
H (-0.20232, 3.98645, -4.39319)
H (-0.34920, 1.81967, -5.01710)
H (-1.12261, 0.93823, -3.67882)
H (0.42176, -0.51720, -4.67616)
H (1.12207, -0.05592, -3.11541)
H (2.54986, 2.29589, -3.64763)
H (3.64826, 1.83538, -4.96224)
H (4.76788, 1.23147, -2.98831)
H (4.17276, -0.28053, -3.71393)
H (3.68959, -1.63696, -1.96651)
H (2.97404, -0.93297, -0.50144)
H (4.65676, -0.56042, -0.92806)



No. 2
Molecular formula: C22H44ClN3O3P
Method: DFT, ωB97M-V/def2-TZVPD

The calculated total energy is -55940.4570 eV. For the orbital gap, the calculation gives 0.2514 Ha. The value obtained for the highest occupied orbital energy is -10.4460 eV. Its total charge is +1. The calculation puts the LUMO energy at -0.1325 hartree. The value obtained for the molecular weight is 465.04 g/mol.

Positions of all 74 atoms, in Å:
C (2.09425, 3.63322, 0.87966)
C (1.04387, 2.97599, 0.25497)
N (0.98718, 1.54836, -0.07482)
C (1.20445, 0.60966, 0.97042)
N (0.47761, 0.37110, 2.01712)
C (0.84419, -0.69641, 2.98451)
C (1.12202, -0.17784, 4.44072)
C (1.74629, -1.40605, 5.23295)
C (-0.75087, 1.14079, 2.28595)
C (-2.08032, 0.28975, 2.04620)
C (-3.28316, 1.31188, 1.99835)
C (-3.88788, 1.53595, 0.55593)
C (-4.74143, 0.24125, 0.18237)
C (-3.93747, -0.75416, -0.75265)
C (-4.64688, -1.07843, -2.12550)
C (-4.68500, -2.64111, -2.39613)
C (-3.18698, -3.19224, -2.34031)
N (2.42769, -0.09606, 0.59541)
Cl (3.66145, 0.22213, 1.81535)
C (3.05431, 0.43163, -0.68029)
C (3.66553, -0.62237, -1.67827)
C (4.28974, 0.03164, -2.97632)
P (4.54800, 1.55393, -0.25051)
O (4.61808, 2.90617, -1.29489)
O (6.00684, 0.71628, -0.43989)
C (1.83215, 1.24257, -1.25444)
C (0.95698, 0.62071, -2.40839)
C (-0.13731, -0.39498, -1.93279)
C (0.38445, -1.85638, -1.71936)
O (0.88740, -2.37038, -2.96835)
H (2.47992, 4.54800, 0.36772)
H (2.49849, 3.27225, 1.84812)
H (0.16919, 3.59203, -0.06991)
H (1.67069, -1.34942, 2.62220)
H (-0.06022, -1.36201, 3.05039)
H (0.13704, 0.04987, 4.93038)
H (1.77625, 0.72109, 4.49494)
H (2.01014, -1.13788, 6.27988)
H (1.06838, -2.29327, 5.22234)
H (2.66674, -1.72164, 4.66747)
H (-0.78559, 1.44538, 3.36616)
H (-0.84455, 2.08067, 1.69760)
H (-1.92867, -0.30362, 1.11265)
H (-2.16304, -0.43628, 2.89258)
H (-4.03719, 0.99743, 2.75636)
H (-2.87256, 2.30347, 2.33143)
H (-4.53495, 2.44481, 0.58458)
H (-3.06419, 1.73199, -0.17355)
H (-5.73449, 0.51928, -0.24488)
H (-4.94276, -0.29387, 1.14938)
H (-3.73159, -1.68705, -0.15981)
H (-2.93655, -0.27808, -0.94594)
H (-5.71214, -0.75348, -2.04849)
H (-4.14777, -0.54610, -2.96761)
H (-5.24987, -3.18337, -1.60259)
H (-5.04382, -2.85329, -3.43161)
H (-2.52128, -2.31180, -2.52521)
H (-2.93818, -3.63303, -1.34087)
H (-2.99159, -3.96628, -3.11676)
H (2.92002, -1.38539, -2.03669)
H (4.42229, -1.22012, -1.10191)
H (4.09764, 1.13023, -3.06776)
H (3.97071, -0.48030, -3.91425)
H (5.39944, -0.12484, -2.90844)
H (5.15019, 3.56441, -0.82772)
H (6.43752, 0.92317, -1.28509)
H (2.13757, 2.24355, -1.66073)
H (0.40729, 1.48151, -2.88016)
H (1.62775, 0.22232, -3.20923)
H (-0.70400, -0.08470, -1.02423)
H (-0.89672, -0.45348, -2.76331)
H (-0.37466, -2.54333, -1.27174)
H (1.24067, -1.80988, -0.98972)
H (1.41325, -3.15553, -2.77298)